42
Properties=species:S:1:pos:R:3 method="wB97M-V/def2-TZVPD" fmax_ev_per_a=14.77 e_above_lowest_kcal_mol=354.52 molar_mass_g_mol=311.88 total_energy_ev=-43725.1717 charge=0 homo_lumo_gap_ev=7.9
C -1.2799 2.3580 -0.6030
C -0.2683 3.2769 -0.9853
C 1.0474 2.5575 -1.5560
C 2.1476 2.3887 -0.6100
N 1.7135 1.4428 0.1840
C 2.0514 0.2195 0.2446
N 1.5255 -0.5172 1.2421
C 0.5623 -0.4390 2.0371
H -0.0238 0.3961 1.6367
H 0.8964 -0.0278 3.0632
C -0.2426 -1.6719 2.4764
N -0.3619 -2.4355 1.1075
C -1.3287 -1.7655 -0.0791
C -0.5896 -1.5238 -1.0404
C -1.3434 -1.0135 -2.2860
C -2.6968 -0.6218 -1.9599
C -3.4687 -0.9619 -0.8660
C -2.6116 -1.5074 0.2348
Cl -3.4689 -2.2333 1.6615
H -4.3627 -0.8833 -0.5990
H -3.2522 -0.3610 -2.9359
H -0.7259 -0.6273 -2.9441
H 0.5081 -1.6410 -1.1504
C 0.8070 -2.9451 1.0614
H 0.9228 -4.1709 1.4203
C 1.8942 -2.1931 1.2673
H 2.6460 -2.1687 0.4508
H 2.3803 -2.4735 2.3194
H 0.8042 -3.2407 -0.0750
H -0.0606 -2.1912 3.2082
H -1.3214 -1.3392 2.7122
S 3.0264 -0.4917 -1.1224
H 1.2544 1.7194 1.2051
H 2.4271 3.4090 -0.1374
H 3.0749 2.0902 -1.1412
H 1.6392 3.2606 -2.2114
H 0.8533 1.6830 -2.2633
H 0.1092 4.0464 0.1187
H -0.5148 4.0690 -1.6933
H -1.9104 2.8569 -0.0706
H -0.9848 1.6373 0.0716
H -1.4740 2.0340 -1.3934